# C14H41CuO13

C14H41CuO13 as an isolated structure at a distorted geometry (ωB97M-V/def2-TZVPD, the Open Molecules 2025 dataset).

The total charge is +2. For the HOMO energy (spin up / spin down), the calculation gives -0.52624 / -0.52619 Ha. The multiplicity is 3.

Positions of all 69 atoms, in Å:
1 Cu 2.38744 -0.70484 -2.94750
2 C -0.08828 -1.22334 0.16716
3 C -0.17626 -0.19593 -0.96606
4 O 0.22257 -0.73906 -2.19604
5 H -0.89331 -1.95716 0.12780
6 H -0.22505 -0.76778 1.14791
7 H 0.87967 -1.72452 0.16761
8 H 0.41754 0.67511 -0.68898
9 H -1.21815 0.11952 -0.91093
10 C 4.48558 -1.51149 -0.58771
11 C 3.96882 -0.07773 -0.31208
12 O 3.36391 0.56717 -1.43636
13 O 3.51138 -2.25971 -1.33317
14 H 4.68194 -1.96235 0.38504
15 H 5.46596 -1.46051 -1.06138
16 H 4.82157 0.47755 0.07851
17 H 3.22845 -0.14821 0.48476
18 H 3.32240 1.51531 -1.29179
19 H 3.58140 -3.19330 -1.12079
20 C 2.66337 -3.14379 2.50551
21 C 1.20119 -3.60318 2.39084
22 O 0.99094 -4.98612 2.60497
23 O 3.12619 -3.26126 3.84208
24 H 2.85555 -2.18162 2.03074
25 H 3.31462 -3.89417 2.05726
26 H 0.89846 -3.33272 1.37925
27 H 0.54914 -2.99535 3.01813
28 H 0.06106 -5.02013 2.84109
29 H 3.82895 -2.61957 3.96838
30 C -3.50230 0.08969 1.83817
31 C -3.46942 1.47189 1.26905
32 O -3.71703 1.55036 -0.15377
33 O -4.82106 -0.45880 1.72775
34 H -3.13093 0.22293 2.85425
35 H -2.88027 -0.70527 1.42680
36 H -2.50092 1.95394 1.40227
37 H -4.22659 2.08254 1.76088
38 H -3.38698 2.38637 -0.49104
39 H -5.02951 -0.44537 0.79075
40 C 0.89286 1.76879 3.09537
41 C 1.96076 2.91440 3.18891
42 O 1.24360 4.12209 3.37838
43 O 0.35521 1.48567 4.37608
44 H 1.30674 0.81945 2.75540
45 H 0.07081 2.06331 2.44299
46 H 2.54400 2.93223 2.26826
47 H 2.61528 2.82471 4.05590
48 H 1.37903 4.43607 4.27542
49 H -0.00155 2.28220 4.77591
50 C -2.04030 -2.19175 -4.37949
51 C -2.06690 -3.11521 -3.19001
52 O -0.82443 -3.32359 -2.40069
53 O -2.16403 -0.85444 -3.91869
54 H -2.90045 -2.44142 -5.00071
55 H -1.12706 -2.41264 -4.93205
56 H -2.45456 -4.07382 -3.53484
57 H -2.70768 -2.76602 -2.38034
58 H -0.48799 -2.44277 -2.22025
59 H -1.61077 -0.83580 -3.13437
60 C -1.20217 4.15938 -2.95627
61 C -2.25202 3.24374 -2.30522
62 O -2.75705 3.90426 -1.16052
63 O -1.92530 5.25000 -3.48243
64 H -0.72910 3.53251 -3.71215
65 H -0.49063 4.37748 -2.15988
66 H -1.77485 2.31737 -1.98544
67 H -3.09695 3.03057 -2.96001
68 H -2.91542 4.82619 -1.37630
69 H -1.40111 5.62795 -4.19233

=====

# C14H41MnO14

C14H41MnO14 as an isolated structure at a distorted geometry (ωB97M-V/def2-TZVPD, the Open Molecules 2025 dataset).

The total charge is -1. For the HOMO energy (spin up / spin down), the calculation gives -0.19631 / -0.23525 Ha. The multiplicity is 6. The energy above the lowest of the compared OMol25 structures with the same formula, charge and spin is 4.9 kcal per mole.

Positions of all 70 atoms, in Å:
1 Mn 4.97541 26.12846 -11.58104
2 C 5.37491 26.70294 -15.61603
3 C 5.36305 26.37817 -14.13536
4 O 6.02009 27.05956 -13.30194
5 O 4.57680 25.48555 -13.72872
6 H 5.22449 25.83412 -16.25027
7 H 6.29607 27.22009 -15.88530
8 H 4.54575 27.39210 -15.78880
9 C 7.72978 27.49340 -8.80050
10 C 6.76385 26.98677 -9.83421
11 O 7.12891 26.22799 -10.77360
12 O 5.53518 27.26826 -9.76303
13 H 8.68207 26.96300 -8.81449
14 H 7.30204 27.30644 -7.81347
15 H 7.94261 28.55224 -8.95012
16 C 3.08071 22.78592 -10.36440
17 C 3.83799 24.03275 -10.75787
18 O 5.08319 24.04751 -10.96984
19 O 3.21786 25.13392 -10.86027
20 H 3.39041 21.95988 -11.00009
21 H 2.03096 23.00463 -10.54969
22 H 3.24637 22.60787 -9.30469
23 C 7.34893 23.23612 -13.40233
24 O 6.84350 22.39149 -12.39839
25 H 6.58188 23.52823 -14.12941
26 H 7.74810 24.15835 -12.96794
27 H 8.15060 22.77569 -13.98205
28 H 6.22266 22.91439 -11.85076
29 C 10.64140 29.16586 -10.86232
30 O 9.71777 29.57601 -11.84735
31 H 10.15205 28.99198 -9.89554
32 H 11.13532 28.25255 -11.18916
33 H 11.43247 29.91496 -10.70985
34 H 9.48388 30.49753 -11.66475
35 C 5.47222 26.77964 -5.12921
36 O 6.84959 26.63121 -5.49205
37 H 5.35416 27.16407 -4.11580
38 H 4.99421 27.42190 -5.87254
39 H 5.00288 25.80073 -5.20842
40 H 7.22964 27.52976 -5.52842
41 C 10.61079 25.21163 -11.61013
42 O 9.55536 26.00846 -12.10777
43 H 11.51612 25.54073 -12.12155
44 H 10.75642 25.41869 -10.54119
45 H 10.43528 24.14170 -11.74469
46 H 8.79924 25.99286 -11.48283
47 C 7.33132 23.97590 -7.78764
48 O 6.96164 23.93313 -6.42589
49 H 8.33017 24.38961 -7.96182
50 H 7.33457 22.95507 -8.17275
51 H 6.60246 24.50500 -8.40992
52 H 6.95940 24.83428 -6.07488
53 C 9.31674 28.80541 -6.39597
54 O 8.01279 29.12209 -5.92306
55 H 9.44742 27.72769 -6.44040
56 H 9.42820 29.14362 -7.43385
57 H 10.08674 29.28929 -5.79385
58 H 7.81815 30.04805 -6.07309
59 C 5.64422 30.19025 -7.63724
60 O 5.05260 29.97424 -8.88382
61 H 5.24247 31.08931 -7.16676
62 H 5.43999 29.34420 -6.97329
63 H 6.73572 30.32706 -7.65809
64 H 5.19457 29.04411 -9.15247
65 C 8.25498 31.70001 -10.08044
66 O 8.51908 32.27466 -11.35769
67 H 7.37485 32.17326 -9.62664
68 H 7.99188 30.64266 -10.12795
69 H 9.05744 31.82600 -9.34702
70 H 9.28267 32.84740 -11.24000

=====

# C14H42AlO7S7

C14H42AlO7S7 as an isolated structure at a distorted geometry (ωB97M-V/def2-TZVPD, the Open Molecules 2025 dataset).

The total charge is +3. For the HOMO energy, the calculation gives -0.52879 Ha. The multiplicity is 1. The energy above the lowest of the compared OMol25 structures with the same formula, charge and spin is 128.6 kcal per mole.

Positions of all 71 atoms, in Å:
1 Al 6.26223 12.54205 -13.30858
2 C 6.56016 5.22109 -15.78608
3 S 7.82286 6.35339 -15.09938
4 O 7.18081 7.69685 -14.84355
5 C 8.98498 6.53116 -16.56736
6 H 6.91767 4.20010 -15.65245
7 H 6.14099 5.30335 -16.78890
8 H 5.75525 5.15543 -15.05404
9 H 9.44806 5.56758 -16.77989
10 H 9.68402 7.31202 -16.26785
11 H 8.38262 6.85741 -17.41521
12 C 10.68885 18.69716 -14.35498
13 S 8.89089 18.28096 -14.24583
14 O 8.84393 17.10809 -13.33000
15 C 8.33411 19.72591 -13.23404
16 H 11.01151 18.82495 -13.32171
17 H 11.00041 19.50945 -15.01165
18 H 11.17951 17.80389 -14.74151
19 H 7.32311 19.64748 -12.83426
20 H 8.46789 20.55270 -13.93162
21 H 8.95095 19.75423 -12.33581
22 C 2.24845 18.00082 -16.51214
23 S 2.90686 16.46976 -17.34722
24 O 3.89129 15.71169 -16.48430
25 C 1.23480 15.63809 -17.31401
26 H 1.96910 17.90669 -15.46276
27 H 1.39292 18.41319 -17.04704
28 H 3.12712 18.64420 -16.46622
29 H 1.40938 14.59866 -17.59187
30 H 0.59201 16.03411 -18.10021
31 H 0.80612 15.65318 -16.31196
32 C 2.85388 10.28440 -6.82236
33 S 2.88150 11.57396 -8.11058
34 O 3.26234 10.87950 -9.45302
35 C 1.11728 12.06642 -8.02537
36 H 3.86143 9.94459 -6.58262
37 H 2.38317 9.36416 -7.16832
38 H 2.46504 10.64115 -5.86861
39 H 0.42936 11.37768 -8.51577
40 H 0.96625 13.01303 -8.54424
41 H 0.77709 12.17633 -6.99566
42 C 7.35622 15.28004 -6.12351
43 S 8.59175 14.83045 -7.48774
44 O 7.70415 14.33487 -8.56861
45 C 9.15082 16.52385 -7.94785
46 H 6.30716 15.37111 -6.40510
47 H 7.66604 16.22510 -5.67745
48 H 7.46095 14.43297 -5.44557
49 H 9.56641 16.57593 -8.95416
50 H 9.75694 17.00931 -7.18297
51 H 8.17246 16.98730 -8.07482
52 C 4.61745 9.17652 -19.60475
53 S 5.15708 10.93718 -19.30628
54 O 6.27275 10.93777 -18.27370
55 C 5.91832 11.02968 -21.01972
56 H 4.04098 8.84692 -18.74037
57 H 5.47348 8.57407 -19.90866
58 H 3.92769 9.22339 -20.44744
59 H 5.90742 12.03562 -21.43934
60 H 5.31871 10.50750 -21.76530
61 H 6.96950 10.74646 -21.07349
62 C 10.75412 7.75806 -10.45378
63 S 9.62517 8.70420 -9.22354
64 O 8.38199 9.07130 -10.04851
65 C 9.16699 7.18214 -8.25576
66 H 10.31656 6.79471 -10.71569
67 H 11.78778 7.58706 -10.15311
68 H 10.85127 8.36935 -11.35099
69 H 8.41589 7.50726 -7.53587
70 H 9.97268 6.84241 -7.60496
71 H 8.81920 6.37131 -8.89584